P.
ORCA calculation (ωB97M-V with the def2-TZVPD basis set) on a cluster of 4 separate species, C2H12O3S in total.

The calculation puts the gap between HOMO and LUMO at 0.3221 Ha. For the LUMO energy, the calculation gives 0.49 eV.

Each line ends with the Löwdin charge.
Atoms and positions in Å:
1 S -2.278 0.302 0.824  0.71
2 O 3.176 -1.949 -0.967  -0.07
3 O 2.799 -0.487 1.475  -0.06
4 O 1.420 0.949 -1.153  -0.06
5 C -2.284 1.850 0.014  -0.50
6 C -1.929 -0.830 -0.569  -0.39
7 H -2.898 -0.957 -1.050  0.02
8 H 1.419 1.256 -2.068  0.05
9 H 2.060 -0.003 1.073  0.03
10 H -1.506 -1.767 -0.223  0.03
11 H -1.296 -0.228 -1.246  0.03
12 H -2.443 2.709 0.662  0.03
13 H -3.100 1.926 -0.721  0.04
14 H 3.872 -1.692 -1.574  0.03
15 H 2.226 0.428 -1.030  0.01
16 H 3.347 -1.528 -0.109  -0.01
17 H -1.365 2.052 -0.555  0.03
18 H 2.283 -0.902 2.203  0.08

Q.
ORCA calculation (ωB97M-V with the def2-TZVPD basis set) on a cluster of 4 separate species, C2H12O3S in total.

The calculation puts the gap between HOMO and LUMO at 0.3517 Ha. For the LUMO energy, the calculation gives 0.67 eV.

Each line ends with the Löwdin charge.
Atoms and positions in Å:
1 S -1.789 0.643 0.106  0.73
2 O 2.848 0.844 0.046  -0.07
3 O 1.591 -1.686 0.403  -0.09
4 O 0.682 2.162 -1.413  -0.09
5 C -1.596 -0.255 1.777  -0.32
6 C -1.640 -0.804 -0.996  -0.41
7 H 0.386 2.097 -2.327  0.05
8 H -2.528 -0.707 2.056  0.02
9 H 2.378 -1.122 0.523  0.01
10 H -0.084 1.999 -0.838  -0.06
11 H 2.036 1.293 -0.254  0.01
12 H 2.905 1.186 0.943  0.04
13 H -0.635 -1.226 -0.981  0.02
14 H -0.721 -0.899 1.672  0.02
15 H -1.285 0.562 2.426  0.02
16 H 1.872 -2.042 -0.456  0.04
17 H -2.448 -1.483 -0.679  0.03
18 H -1.971 -0.560 -2.009  0.03

Name the least stable of them. P.

P.
ORCA calculation (ωB97M-V with the def2-TZVPD basis set) on the molecule C2H3N3S.

The calculation puts the gap between HOMO and LUMO at 0.3538 Ha. For the LUMO energy, the calculation gives 0.50 eV.

Each line ends with the Löwdin charge.
Atoms and positions in Å:
1 S -1.300 0.618 1.535  0.77
2 N -0.139 0.733 0.264  -0.36
3 N -0.148 -1.553 -0.091  0.11
4 N 1.946 0.058 -2.328  0.16
5 C 1.310 -0.147 -1.419  -0.14
6 C 0.302 -0.392 -0.352  -0.54
7 H 0.238 1.618 0.091  0.07
8 H 0.235 -2.275 -0.676  0.06
9 H -0.955 -0.666 1.739  -0.14

Q.
ORCA calculation (ωB97M-V with the def2-TZVPD basis set) on a structure of composition C2H3N3S.

The calculation puts the gap between HOMO and LUMO (spin up / spin down) at 0.3384 / 0.3384 Ha. For the LUMO energy (spin up / spin down), the calculation gives -0.03 / -0.03 eV.

Each line ends with the Löwdin charge.
Atoms and positions in Å:
1 S -1.706 -1.415 0.000  0.72
2 N -2.048 1.083 0.001  -0.14
3 N -2.539 -0.060 0.000  -0.53
4 N -0.703 1.169 0.000  0.01
5 C 0.085 0.246 -0.001  -0.25
6 C 1.463 -0.171 -0.003  -0.08
7 H 2.115 0.694 -0.125  0.10
8 H 1.638 -0.876 -0.812  0.09
9 H 1.693 -0.671 0.939  0.09

Name the least stable of them. Q.

P.
ORCA calculation (ωB97M-V with the def2-TZVPD basis set) on the ion C3H2Br2NO2 with charge -1.

The calculation puts the gap between HOMO and LUMO at 0.2514 Ha. For the LUMO energy, the calculation gives 3.21 eV. As for the total charge: -1.

Each line ends with the Löwdin charge.
Atoms and positions in Å:
1 Br 2.810 0.549 0.931  0.70
2 Br -1.041 1.969 1.522  0.28
3 O -1.178 -0.720 0.684  -0.27
4 O 1.264 -0.253 -1.742  -0.16
5 N 0.640 -0.178 -0.635  -0.36
6 C -0.805 -0.480 -0.621  -0.21
7 C -0.430 -0.030 1.613  -0.50
8 C 1.049 0.134 0.542  -0.74
9 H -1.329 0.385 -1.068  0.12
10 H -0.981 -1.375 -1.227  0.13

Q.
ORCA calculation (ωB97M-V with the def2-TZVPD basis set) on a structure of composition C3H2Br2NO2.

The calculation puts the gap between HOMO and LUMO at 0.2772 Ha. For the LUMO energy, the calculation gives 2.91 eV. As for the total charge: -1.

Each line ends with the Löwdin charge.
Atoms and positions in Å:
1 Br 1.747 1.994 0.169  0.57
2 Br 2.174 -1.015 -0.365  0.61
3 O -2.148 -0.324 1.377  0.01
4 O -1.246 -1.837 0.104  -0.02
5 N -0.666 0.590 -1.480  0.13
6 C 0.990 0.228 0.444  -1.06
7 C -1.477 -0.695 0.467  -0.84
8 C -0.505 0.171 -0.307  -0.37
9 H 0.145 0.909 -1.859  -0.04
10 H 0.986 -0.022 1.448  -0.01

Name the least stable of them. P.

P.
ORCA calculation (ωB97M-V with the def2-TZVPD basis set) on the ion C5H11N2S with charge +1.

The calculation puts the gap between HOMO and LUMO at 0.3875 Ha. For the LUMO energy, the calculation gives -3.40 eV. As for the total charge: +1.

Each line ends with the Löwdin charge.
Atoms and positions in Å:
1 S -1.916 -1.366 1.394  0.90
2 N -1.616 0.801 -0.154  0.11
3 N 0.206 0.161 1.318  0.03
4 C -0.987 1.813 0.264  -0.10
5 C 0.932 -0.538 -1.581  -0.05
6 C 0.071 1.621 1.327  -0.06
7 C -0.233 -1.249 -0.826  -0.25
8 C -0.766 -0.439 0.286  -0.70
9 H -1.470 2.696 0.035  0.11
10 H 0.121 -0.379 2.233  0.17
11 H 0.074 -2.290 -0.669  0.13
12 H -2.733 -0.430 1.194  -0.16
13 H -1.148 -1.364 -1.424  0.13
14 H -0.385 1.867 2.247  0.13
15 H 1.142 -0.116 0.957  0.15
16 H 1.601 -0.256 -0.682  0.08
17 H 0.596 0.408 -1.982  0.07
18 H 1.453 -1.233 -2.330  0.12
19 H 1.010 2.256 1.127  0.18

Q.
ORCA calculation (ωB97M-V with the def2-TZVPD basis set) on the ion C5H11N2S with charge +1.

The calculation puts the gap between HOMO and LUMO at 0.3595 Ha. For the LUMO energy, the calculation gives -4.06 eV. As for the total charge: +1.

Each line ends with the Löwdin charge.
Atoms and positions in Å:
1 S -0.368 1.038 -2.384  1.06
2 N 1.767 -0.073 -0.452  0.03
3 N -0.796 0.197 0.274  -0.13
4 C -1.198 -0.579 -2.171  -0.27
5 C -1.355 -0.940 1.040  0.05
6 C -0.683 0.085 -1.007  -0.61
7 C 0.141 1.035 0.937  -0.16
8 C 1.556 0.480 0.951  -0.17
9 H 2.085 0.768 -0.901  0.07
10 H -1.970 -1.482 0.413  0.07
11 H -0.441 -1.363 -2.430  0.12
12 H -2.184 -0.958 -2.155  0.10
13 H -0.753 -1.601 1.587  0.09
14 H 1.846 -0.085 1.823  0.12
15 H 2.091 1.466 1.034  0.13
16 H 0.120 1.921 0.291  0.13
17 H -2.049 -0.377 1.778  0.15
18 H 2.512 -0.734 -0.571  0.09
19 H -0.320 1.202 1.944  0.16

Name the least stable of them. Q.

P.
ORCA calculation (ωB97M-V with the def2-TZVPD basis set) on the molecule C3H7N3O3.

The calculation puts the gap between HOMO and LUMO at 0.3644 Ha. For the LUMO energy, the calculation gives -0.11 eV.

Each line ends with the Löwdin charge.
Atoms and positions in Å:
1 O 0.812 1.981 0.038  -0.03
2 O 2.299 0.956 -1.240  0.08
3 O -2.331 -1.333 -0.091  0.06
4 N 1.184 -0.239 0.112  0.10
5 N -1.780 0.987 -0.191  0.10
6 N 1.492 0.944 -0.351  -0.44
7 C -1.646 -0.345 0.070  -0.53
8 C -0.221 -0.629 0.744  -0.17
9 C 0.051 -2.123 0.957  -0.08
10 H 1.738 -0.861 -0.571  0.20
11 H -2.479 1.002 -1.171  0.21
12 H 0.971 -2.322 1.495  0.07
13 H -0.841 1.570 -0.299  0.10
14 H 0.165 -2.707 0.109  0.04
15 H -0.828 -2.725 1.508  0.14
16 H -0.344 -0.058 1.659  0.14

Q.
ORCA calculation (ωB97M-V with the def2-TZVPD basis set) on a structure of composition C3H7N3O3.

The calculation puts the gap between HOMO and LUMO at 0.3406 Ha. For the LUMO energy, the calculation gives 0.18 eV.

Each line ends with the Löwdin charge.
Atoms and positions in Å:
1 O 0.095 -0.069 0.554  -0.09
2 O -1.748 -1.052 1.418  0.11
3 O 2.269 0.491 3.201  -0.06
4 N -0.366 -0.553 -1.787  -0.28
5 N -1.290 -1.069 -0.949  -0.02
6 N 1.905 0.076 1.991  -0.02
7 C -0.378 0.921 -2.276  -0.16
8 C -1.175 -0.764 0.420  -0.48
9 C 0.528 0.121 1.903  -0.08
10 H -0.303 0.531 2.732  0.20
11 H 3.158 0.590 2.962  0.06
12 H 0.704 -0.797 -1.612  0.15
13 H -1.890 -1.873 -1.264  0.18
14 H -1.674 1.220 -1.531  0.17
15 H -0.709 0.837 -3.894  0.15
16 H 0.875 1.392 -1.868  0.14

Name the least stable of them. Q.

P.
ORCA calculation (ωB97M-V with the def2-TZVPD basis set) on a cluster of 3 separate species, C2H11NO3 in total.

The calculation puts the gap between HOMO and LUMO at 0.3602 Ha. For the LUMO energy, the calculation gives 0.59 eV.

Each line ends with the Löwdin charge.
Atoms and positions in Å:
1 O 0.568 -0.961 1.328  -0.09
2 O 1.346 2.076 -0.998  -0.06
3 O 2.924 -0.518 0.158  -0.06
4 N -1.811 0.301 -0.837  -0.01
5 C -1.482 -0.853 -0.008  -0.27
6 C -0.788 -0.485 1.306  -0.22
7 H 2.714 -0.338 1.076  0.04
8 H 1.941 1.747 -1.671  0.03
9 H -2.364 -1.489 0.148  0.10
10 H -0.945 -1.589 -0.640  0.12
11 H -1.978 1.156 -0.343  0.06
12 H -1.868 0.283 -1.833  0.06
13 H -1.343 -0.974 2.089  0.11
14 H 0.432 1.753 -1.123  0.03
15 H 2.629 0.230 -0.372  0.00
16 H 0.795 -0.947 0.392  0.05
17 H -0.769 0.608 1.331  0.11

Q.
ORCA calculation (ωB97M-V with the def2-TZVPD basis set) on a cluster of 3 separate species, C2H11NO3 in total.

The calculation puts the gap between HOMO and LUMO at 0.3653 Ha. For the LUMO energy, the calculation gives 0.51 eV.

Each line ends with the Löwdin charge.
Atoms and positions in Å:
1 O 2.113 -0.650 1.099  -0.04
2 O 2.129 -0.906 -2.145  -0.17
3 O -0.170 0.188 1.918  -0.12
4 N -1.544 0.752 -1.340  -0.03
5 C -0.528 0.567 -0.350  -0.30
6 C -1.288 0.178 0.962  -0.19
7 H 1.856 -1.027 -1.129  0.05
8 H 0.372 -0.167 -0.572  0.10
9 H -1.363 0.707 -2.294  0.03
10 H -0.428 -0.471 2.564  0.09
11 H 1.370 -0.202 1.441  -0.05
12 H 2.071 -1.387 1.699  0.04
13 H -1.831 -0.716 0.782  0.10
14 H -1.981 1.733 -1.136  0.13
15 H 1.246 -1.147 -2.655  0.08
16 H -2.029 1.004 1.300  0.14
17 H 0.006 1.545 -0.144  0.13

Name the least stable of them. Q.